Entry 1:
{
  "formula": "C11H19N",
  "method": "ωB97M-V/def2-TZVPD",
  "de_lowest_kcal_mol": 96.8,
  "smiles": "C=C=C[C@@](C)(CC)C(C)C.C#N",
  "lumo_energy_ev": 0.893,
  "e_homo_ev": -9.27,
  "species": ["C", "C", "C", "C", "C", "C", "C", "C", "C", "C", "H", "H", "H", "H", "H", "H", "H", "H", "H", "H", "H", "H", "H", "H", "H", "H", "H", "H", "C", "N", "H"],
  "positions_angstrom": [[-2.010, -2.283, -1.907], [-1.445, -1.238, -1.349], [-1.008, -0.129, -0.898], [0.323, 0.381, -0.360], [1.226, -0.834, -0.346], [0.969, 1.393, -1.368], [2.520, 1.432, -1.395], [0.255, 1.050, 1.073], [-0.733, 2.214, 1.049], [-0.125, 0.097, 2.232], [-2.796, -2.884, -1.425], [-1.935, -2.434, -2.990], [-1.705, 0.685, -1.109], [1.514, -1.073, -1.387], [2.144, -0.764, 0.260], [0.706, -1.722, 0.122], [0.756, 1.070, -2.400], [0.727, 2.410, -1.066], [2.982, 1.566, -0.368], [3.064, 0.656, -1.847], [2.748, 2.333, -1.957], [1.272, 1.439, 1.285], [-0.531, 3.099, 1.738], [-0.629, 2.650, 0.001], [-1.871, 2.053, 1.056], [-1.193, -0.166, 2.169], [0.250, -0.892, 2.240], [0.098, 0.525, 3.217], [-1.878, -3.600, 1.913], [-2.328, -2.562, 1.670], [-1.367, -4.471, 2.147]],
  "mulliken_charge": [-1.058, 0.276, -1.154, 2.202, -2.329, -0.491, -1.424, 0.544, -1.257, -1.501, 0.289, 0.250, 0.331, 0.480, 0.331, 0.490, 0.445, 0.136, 0.275, 0.391, 0.410, 0.356, 0.308, 0.317, 0.267, 0.330, 0.410, 0.377, 0.073, -0.380, 0.307]
}


Entry 2:
{
  "formula": "C22H64N2O9",
  "method": "ωB97M-V/def2-TZVPD",
  "de_lowest_kcal_mol": 86.4,
  "smiles": "COC[C@H](C)N.COC[C@H](C)N.CCO.CCO.CCO.CCO.CCO.CCO.CCO",
  "lumo_energy_ev": 0.244,
  "e_homo_ev": -9.07,
  "species": ["C", "O", "C", "C", "C", "N", "H", "H", "H", "H", "H", "H", "H", "H", "H", "H", "H", "C", "O", "C", "C", "C", "N", "H", "H", "H", "H", "H", "H", "H", "H", "H", "H", "H", "C", "C", "O", "H", "H", "H", "H", "H", "H", "C", "C", "O", "H", "H", "H", "H", "H", "H", "C", "C", "O", "H", "H", "H", "H", "H", "H", "C", "C", "O", "H", "H", "H", "H", "H", "H", "C", "C", "O", "H", "H", "H", "H", "H", "H", "C", "C", "O", "H", "H", "H", "H", "H", "H", "C", "C", "O", "H", "H", "H", "H", "H", "H"],
  "positions_angstrom": [[-4.351, -2.770, 3.756], [-4.067, -3.074, 2.387], [-5.215, -3.217, 1.558], [-5.675, -4.705, 1.568], [-4.601, -5.708, 1.037], [-6.810, -4.937, 0.730], [-4.782, -1.771, 3.823], [-3.470, -2.876, 4.388], [-5.124, -3.459, 4.098], [-6.019, -2.532, 1.827], [-4.923, -2.861, 0.569], [-6.053, -4.986, 2.551], [-4.872, -6.753, 1.188], [-3.666, -5.580, 1.583], [-4.359, -5.547, -0.014], [-6.589, -4.829, -0.249], [-7.026, -5.923, 0.687], [6.151, 3.706, 4.976], [5.154, 4.109, 4.050], [4.097, 4.961, 4.525], [2.851, 4.953, 3.531], [3.088, 5.373, 2.114], [1.779, 5.859, 3.951], [6.608, 4.592, 5.418], [6.882, 3.145, 4.394], [5.771, 3.017, 5.730], [3.858, 4.725, 5.562], [4.512, 5.969, 4.559], [2.455, 3.943, 3.642], [3.715, 6.260, 2.017], [2.228, 5.412, 1.445], [3.666, 4.552, 1.689], [2.233, 6.725, 4.204], [1.140, 6.062, 3.196], [3.332, -3.604, -3.973], [3.976, -2.355, -3.357], [3.915, -2.410, -1.962], [3.874, -4.466, -3.584], [3.464, -3.504, -5.051], [2.272, -3.666, -3.724], [3.626, -1.402, -3.752], [5.026, -2.375, -3.650], [4.361, -3.201, -1.650], [-2.530, -2.350, -5.340], [-3.429, -3.580, -5.452], [-2.756, -4.565, -6.234], [-2.274, -1.760, -6.220], [-1.623, -2.599, -4.789], [-3.059, -1.672, -4.670], [-4.354, -3.415, -6.006], [-3.666, -4.101, -4.524], [-3.257, -5.378, -6.130], [-1.466, 4.280, -6.131], [-2.347, 4.710, -4.929], [-1.621, 5.247, -3.809], [-0.968, 5.130, -6.597], [-2.144, 3.970, -6.926], [-0.709, 3.521, -5.935], [-2.741, 3.819, -4.440], [-3.154, 5.386, -5.210], [-0.902, 4.627, -3.669], [1.974, -5.147, 1.914], [2.047, -6.571, 2.415], [3.319, -7.186, 2.149], [2.712, -4.437, 2.287], [1.108, -4.611, 2.302], [2.145, -5.087, 0.839], [1.276, -7.186, 1.950], [1.976, -6.543, 3.502], [3.475, -7.885, 2.788], [-2.516, 3.051, 4.652], [-1.498, 2.542, 5.656], [-0.861, 3.614, 6.297], [-2.180, 3.690, 3.836], [-3.290, 3.624, 5.163], [-2.914, 2.211, 4.083], [-0.726, 2.078, 5.042], [-1.914, 1.835, 6.374], [-0.494, 4.201, 5.632], [3.496, 3.079, -5.097], [3.357, 3.226, -3.601], [2.000, 3.194, -3.249], [3.170, 2.110, -5.476], [4.478, 3.302, -5.513], [2.836, 3.809, -5.566], [3.752, 4.126, -3.130], [3.835, 2.379, -3.108], [1.911, 2.700, -2.431], [-1.002, 0.287, -0.303], [0.060, 0.699, 0.754], [1.341, 0.849, 0.204], [-2.032, 0.323, 0.050], [-0.851, -0.780, -0.467], [-0.854, 0.734, -1.286], [0.039, -0.029, 1.565], [-0.228, 1.654, 1.193], [1.622, 0.022, -0.196]],
  "mulliken_charge": [-0.693, -0.269, -0.800, 0.679, -1.334, -0.763, 0.289, 0.249, 0.274, 0.356, 0.319, 0.124, 0.422, 0.291, 0.312, 0.273, 0.269, -0.747, -0.298, -0.780, 0.573, -1.452, -0.663, 0.307, 0.238, 0.303, 0.413, 0.301, 0.173, 0.307, 0.488, 0.336, 0.256, 0.261, -0.983, -0.246, -0.504, 0.327, 0.319, 0.259, 0.293, 0.247, 0.289, -0.959, -0.129, -0.528, 0.310, 0.222, 0.320, 0.253, 0.217, 0.294, -0.962, -0.268, -0.515, 0.286, 0.313, 0.303, 0.246, 0.310, 0.286, -1.047, -0.121, -0.531, 0.326, 0.321, 0.264, 0.221, 0.266, 0.302, -1.026, -0.157, -0.520, 0.318, 0.311, 0.278, 0.202, 0.297, 0.285, -1.063, -0.105, -0.491, 0.245, 0.353, 0.272, 0.253, 0.262, 0.273, -1.074, -0.101, -0.489, 0.347, 0.300, 0.293, 0.242, 0.215, 0.268]
}